Record 1
This record from the OMol25 dataset describes a molecular structure, C61H46IMnO2P3Si. The level of theory is the ωB97M-V functional and the def2-TZVPD basis.

## Properties
LUMO (alpha / beta) ... -2.8 / -2.4 eV
Calculated total energy ... -143263.1961 eV
⟨S²⟩ ... 6.241

Structure (ORCA input):
```
! wB97M-V def2-TZVPD RIJCOSX def2/J DEFGRID3
* xyz 1 5
Mn -0.06 0.20 -0.05
C -4.24 4.68 0.77
C -3.60 3.78 1.61
C -2.98 2.66 1.08
C -3.00 2.44 -0.29
C -3.66 3.33 -1.13
C -4.27 4.45 -0.60
P -2.26 0.90 -0.89
C -1.97 1.06 -2.67
C -1.25 2.17 -3.11
C -0.90 2.29 -4.45
C -1.26 1.29 -5.34
C -1.96 0.17 -4.90
C -2.30 0.05 -3.56
C -3.50 -0.39 -0.63
C -4.74 -0.36 -1.27
C -5.64 -1.38 -1.04
C -5.31 -2.43 -0.19
C -4.09 -2.44 0.46
C -3.16 -1.41 0.26
Si -1.54 -1.27 1.18
C -1.82 -0.51 2.87
C -2.97 -0.75 3.63
C -3.06 -0.30 4.93
C -1.99 0.40 5.50
C -0.86 0.65 4.76
C -0.77 0.20 3.44
P 0.65 0.58 2.37
C 1.05 2.31 2.76
C 1.83 2.65 3.86
C 2.02 3.98 4.20
C 1.41 4.98 3.46
C 0.63 4.65 2.36
C 0.46 3.32 2.01
C 2.04 -0.41 2.97
C 3.35 -0.01 2.73
C 4.41 -0.83 3.08
C 4.16 -2.07 3.67
C 2.86 -2.47 3.91
C 1.80 -1.65 3.56
C -0.73 -2.93 1.46
C -1.18 -3.80 2.45
C -0.51 -4.99 2.71
C 0.63 -5.31 1.99
C 1.09 -4.47 1.00
C 0.41 -3.28 0.73
P 0.86 -2.09 -0.55
C 2.64 -2.20 -0.81
C 3.46 -1.17 -0.36
C 4.83 -1.24 -0.54
C 5.39 -2.33 -1.18
C 4.58 -3.36 -1.64
C 3.21 -3.30 -1.45
C 0.07 -2.70 -2.07
C 0.64 -2.42 -3.31
C 0.01 -2.84 -4.47
C -1.19 -3.53 -4.40
C -1.77 -3.80 -3.17
C -1.13 -3.39 -2.00
H -4.71 5.56 1.18
H -3.58 3.95 2.68
H -2.49 1.95 1.75
H -3.69 3.16 -2.20
H -4.78 5.15 -1.25
H -0.96 2.95 -2.42
H -0.35 3.15 -4.79
H -0.99 1.38 -6.39
H -2.23 -0.61 -5.59
H -2.83 -0.84 -3.23
H -4.99 0.45 -1.94
H -6.60 -1.38 -1.54
H -6.02 -3.24 -0.03
H -3.85 -3.27 1.11
H -3.81 -1.28 3.20
H -3.96 -0.48 5.51
H -2.07 0.75 6.52
H -0.05 1.22 5.20
H 2.30 1.88 4.46
H 2.63 4.23 5.06
H 1.56 6.02 3.72
H 0.16 5.43 1.77
H -0.13 3.09 1.13
H 3.56 0.95 2.26
H 5.43 -0.51 2.90
H 4.99 -2.71 3.94
H 2.66 -3.43 4.36
H 0.79 -1.98 3.75
H -2.04 -3.55 3.06
H -0.86 -5.65 3.49
H 1.17 -6.23 2.20
H 1.99 -4.72 0.45
H 3.02 -0.31 0.13
H 5.46 -0.43 -0.18
H 6.46 -2.38 -1.33
H 5.02 -4.22 -2.14
H 2.58 -4.09 -1.84
H 1.56 -1.86 -3.36
H 0.46 -2.63 -5.43
H -1.68 -3.87 -5.31
H -2.70 -4.35 -3.11
H -1.58 -3.64 -1.05
I 5.08 5.33 -5.20
C 3.92 4.06 -4.05
C 3.45 4.49 -2.81
C 2.67 3.63 -2.05
C 2.36 2.36 -2.51
C 2.84 1.94 -3.75
C 3.62 2.78 -4.52
C 1.52 1.44 -1.71
O 1.22 0.31 -2.12
O 1.09 1.85 -0.57
H 3.69 5.48 -2.45
H 2.30 3.94 -1.08
H 2.59 0.95 -4.10
H 3.99 2.46 -5.48
*
```

***

Record 2
This record from the OMol25 dataset describes a molecular structure, C61H49Br2FGeN5OS2Sr in a non-equilibrium geometry. The level of theory is the ωB97M-V functional and the def2-TZVPD basis.

## Properties
LUMO (alpha / beta) ... 3.3 / 3.3 eV
Calculated total energy ... -295380.2733 eV
⟨S²⟩ ... 0.756

Structure (ORCA input):
```
! wB97M-V def2-TZVPD RIJCOSX def2/J DEFGRID3
* xyz -2 2
Sr -0.36 -0.10 0.16
S -0.01 2.92 2.16
C 0.25 3.86 3.58
C -0.63 4.72 4.23
C -0.22 5.41 5.37
C -1.13 6.31 6.03
N -1.87 7.02 6.55
C 1.09 5.24 5.86
C 1.98 4.38 5.21
C 1.57 3.69 4.07
S 2.47 2.60 3.08
C 1.54 5.96 7.03
N 1.91 6.54 7.95
H -1.64 4.86 3.86
H 2.98 4.25 5.60
C -0.14 -3.72 -1.09
C -1.08 -2.96 -1.99
C -1.70 -3.61 -3.08
C -2.54 -2.92 -3.90
C -2.79 -1.55 -3.68
C -3.58 -0.73 -4.51
Br -4.46 -1.45 -6.04
C -3.72 0.61 -4.25
C -3.10 1.17 -3.13
Br -3.31 3.03 -2.81
C -2.34 0.44 -2.21
O -1.80 0.94 -1.16
C -2.16 -0.96 -2.55
N -1.31 -1.69 -1.74
H -0.64 -4.60 -0.69
H 0.20 -3.11 -0.27
H 0.73 -4.06 -1.65
H -1.51 -4.67 -3.24
H -3.02 -3.42 -4.73
H -4.30 1.23 -4.91
C -3.57 2.13 1.68
C -3.04 1.06 2.64
C -3.16 1.52 4.09
C -3.74 -0.28 2.42
C -5.12 -0.35 2.57
C -5.80 -1.54 2.41
C -5.09 -2.68 2.07
C -3.71 -2.65 1.90
C -3.01 -3.94 1.52
C -3.02 -4.97 2.66
C -3.64 -4.55 0.26
C -3.00 -1.44 2.08
N -1.59 -1.35 1.94
C -0.85 -1.74 3.01
C -1.34 -2.21 4.26
C -0.49 -2.64 5.27
C 0.89 -2.62 5.12
C 1.42 -2.13 3.92
C 0.57 -1.71 2.94
F 1.12 -1.20 1.78
H -2.99 3.05 1.80
H -4.62 2.36 1.88
H -3.47 1.81 0.64
H -1.99 0.92 2.45
H -4.21 1.70 4.37
H -2.60 2.46 4.24
H -2.75 0.77 4.78
H -5.67 0.55 2.83
H -6.88 -1.59 2.55
H -5.63 -3.62 1.94
H -1.97 -3.69 1.30
H -4.05 -5.25 2.90
H -2.55 -4.56 3.55
H -2.48 -5.88 2.37
H -4.68 -4.85 0.45
H -3.10 -5.45 -0.06
H -3.64 -3.84 -0.57
H -2.41 -2.21 4.41
H -0.92 -2.98 6.21
H 1.55 -2.96 5.91
H 2.49 -2.06 3.75
N 2.41 -1.84 -0.73
C 3.02 -2.28 -1.60
C 3.82 -2.80 -2.68
C 5.20 -2.93 -2.54
C 5.95 -3.45 -3.58
C 5.33 -3.84 -4.76
C 3.96 -3.69 -4.91
C 3.20 -3.17 -3.87
H 5.66 -2.60 -1.62
H 7.02 -3.55 -3.47
H 5.92 -4.25 -5.57
H 3.48 -3.97 -5.84
H 2.13 -3.03 -3.98
C 0.46 0.77 -5.89
C 0.66 2.06 -5.40
C 1.02 2.27 -4.07
C 1.19 1.19 -3.18
C 0.97 -0.09 -3.70
C 0.62 -0.31 -5.03
Ge 1.71 1.35 -1.22
C 3.69 1.00 -1.39
C 4.34 0.61 -2.57
C 5.71 0.35 -2.61
C 6.48 0.48 -1.46
C 5.86 0.86 -0.27
C 4.49 1.11 -0.24
C 1.73 3.36 -1.08
C 0.49 4.02 -1.19
C 0.39 5.40 -1.12
C 1.53 6.17 -0.93
C 2.77 5.54 -0.81
C 2.86 4.15 -0.89
H 0.18 0.61 -6.93
H 0.52 2.91 -6.06
H 1.16 3.28 -3.71
H 1.06 -0.95 -3.04
H 0.46 -1.32 -5.40
H 3.77 0.52 -3.49
H 6.18 0.06 -3.54
H 7.55 0.29 -1.48
H 6.45 0.97 0.64
H 4.03 1.39 0.70
H -0.42 3.43 -1.32
H -0.58 5.88 -1.21
H 1.46 7.25 -0.86
H 3.66 6.14 -0.64
H 3.84 3.69 -0.80
*
```

***

What did the first record say?
This record from the OMol25 dataset describes a molecular structure, C61H46IMnO2P3Si. The level of theory is the ωB97M-V functional and the def2-TZVPD basis.

## Properties
LUMO (alpha / beta) ... -2.8 / -2.4 eV
Calculated total energy ... -143263.1961 eV
⟨S²⟩ ... 6.241

Structure (ORCA input):
```
! wB97M-V def2-TZVPD RIJCOSX def2/J DEFGRID3
* xyz 1 5
Mn -0.06 0.20 -0.05
C -4.24 4.68 0.77
C -3.60 3.78 1.61
C -2.98 2.66 1.08
C -3.00 2.44 -0.29
C -3.66 3.33 -1.13
C -4.27 4.45 -0.60
P -2.26 0.90 -0.89
C -1.97 1.06 -2.67
C -1.25 2.17 -3.11
C -0.90 2.29 -4.45
C -1.26 1.29 -5.34
C -1.96 0.17 -4.90
C -2.30 0.05 -3.56
C -3.50 -0.39 -0.63
C -4.74 -0.36 -1.27
C -5.64 -1.38 -1.04
C -5.31 -2.43 -0.19
C -4.09 -2.44 0.46
C -3.16 -1.41 0.26
Si -1.54 -1.27 1.18
C -1.82 -0.51 2.87
C -2.97 -0.75 3.63
C -3.06 -0.30 4.93
C -1.99 0.40 5.50
C -0.86 0.65 4.76
C -0.77 0.20 3.44
P 0.65 0.58 2.37
C 1.05 2.31 2.76
C 1.83 2.65 3.86
C 2.02 3.98 4.20
C 1.41 4.98 3.46
C 0.63 4.65 2.36
C 0.46 3.32 2.01
C 2.04 -0.41 2.97
C 3.35 -0.01 2.73
C 4.41 -0.83 3.08
C 4.16 -2.07 3.67
C 2.86 -2.47 3.91
C 1.80 -1.65 3.56
C -0.73 -2.93 1.46
C -1.18 -3.80 2.45
C -0.51 -4.99 2.71
C 0.63 -5.31 1.99
C 1.09 -4.47 1.00
C 0.41 -3.28 0.73
P 0.86 -2.09 -0.55
C 2.64 -2.20 -0.81
C 3.46 -1.17 -0.36
C 4.83 -1.24 -0.54
C 5.39 -2.33 -1.18
C 4.58 -3.36 -1.64
C 3.21 -3.30 -1.45
C 0.07 -2.70 -2.07
C 0.64 -2.42 -3.31
C 0.01 -2.84 -4.47
C -1.19 -3.53 -4.40
C -1.77 -3.80 -3.17
C -1.13 -3.39 -2.00
H -4.71 5.56 1.18
H -3.58 3.95 2.68
H -2.49 1.95 1.75
H -3.69 3.16 -2.20
H -4.78 5.15 -1.25
H -0.96 2.95 -2.42
H -0.35 3.15 -4.79
H -0.99 1.38 -6.39
H -2.23 -0.61 -5.59
H -2.83 -0.84 -3.23
H -4.99 0.45 -1.94
H -6.60 -1.38 -1.54
H -6.02 -3.24 -0.03
H -3.85 -3.27 1.11
H -3.81 -1.28 3.20
H -3.96 -0.48 5.51
H -2.07 0.75 6.52
H -0.05 1.22 5.20
H 2.30 1.88 4.46
H 2.63 4.23 5.06
H 1.56 6.02 3.72
H 0.16 5.43 1.77
H -0.13 3.09 1.13
H 3.56 0.95 2.26
H 5.43 -0.51 2.90
H 4.99 -2.71 3.94
H 2.66 -3.43 4.36
H 0.79 -1.98 3.75
H -2.04 -3.55 3.06
H -0.86 -5.65 3.49
H 1.17 -6.23 2.20
H 1.99 -4.72 0.45
H 3.02 -0.31 0.13
H 5.46 -0.43 -0.18
H 6.46 -2.38 -1.33
H 5.02 -4.22 -2.14
H 2.58 -4.09 -1.84
H 1.56 -1.86 -3.36
H 0.46 -2.63 -5.43
H -1.68 -3.87 -5.31
H -2.70 -4.35 -3.11
H -1.58 -3.64 -1.05
I 5.08 5.33 -5.20
C 3.92 4.06 -4.05
C 3.45 4.49 -2.81
C 2.67 3.63 -2.05
C 2.36 2.36 -2.51
C 2.84 1.94 -3.75
C 3.62 2.78 -4.52
C 1.52 1.44 -1.71
O 1.22 0.31 -2.12
O 1.09 1.85 -0.57
H 3.69 5.48 -2.45
H 2.30 3.94 -1.08
H 2.59 0.95 -4.10
H 3.99 2.46 -5.48
*
```